Entry 1:
Density functional theory data (the ωB97M-V functional and the def2-TZVPD basis) for an isolated molecule of C6H6F3NOS.

```
18
C6H6F3NOS | OMol25 | the ωB97M-V functional and the def2-TZVPD basis
O 2.3378 -1.1050 -0.9598
C 1.2616 -1.7006 -0.2176
C 0.7695 -0.9058 0.9629
C 0.3012 0.4285 0.4101
S 1.4461 1.7283 0.2970
C 0.0811 2.7099 -0.3045
N -0.9981 2.0879 -0.4307
C -0.9652 0.7980 -0.0894
C -2.1798 -0.0453 -0.0792
F -1.9267 -1.2433 -0.5835
F -3.1309 0.6082 -0.7819
F -2.7656 -0.2207 1.1199
H 1.9717 -0.2045 -1.2106
H 1.6967 -2.6074 0.1596
H 0.3871 -2.0655 -0.7837
H 1.5954 -0.8334 1.7048
H -0.1016 -1.1781 1.4453
H 0.2196 3.7487 -0.6586
```

Results
- Structure (SMILES): OCCc1scnc1C(F)(F)F
- Energy relative to the best compared isomer or geometry (same formula, charge and spin): 0.00 kcal per mole
- Orbital gap: 10.04 eV
- HOMO level: -9.793 eV

---

Entry 2:
Density functional theory data (the ωB97M-V functional and the def2-TZVPD basis) for a structure of composition C6H6F5HgNOS5Te.

```
26
C6H6F5HgNOS5Te | OMol25 | the ωB97M-V functional and the def2-TZVPD basis
Hg -0.5738 -0.2744 -1.4366
C 1.9583 -2.4783 0.9550
S 3.0636 -2.7672 -0.4553
C 3.2761 -1.1137 -1.0095
C 2.5171 -0.4488 -1.8981
S 1.1657 -1.0773 -2.8357
S 3.0025 1.1976 -2.2219
C 4.3970 1.2535 -1.2002
S 5.3682 2.5702 -1.0493
S 4.6231 -0.2248 -0.3393
H 1.8898 -3.4284 1.4833
H 0.9685 -2.1627 0.6328
H 2.3706 -1.7230 1.6182
F -1.6691 0.1521 3.1347
Te -0.8732 0.9538 1.6198
F 0.8522 0.3557 2.3770
F -0.4469 1.8262 -0.3819
F -0.8174 2.6022 2.7392
F -2.7008 1.5109 1.1920
O -1.0783 -0.6325 0.6453
C -4.9388 0.7815 -0.3143
C -3.8116 0.4084 -1.1494
N -2.9364 0.0873 -1.8165
H -4.8657 1.8406 -0.0799
H -4.8696 0.2314 0.6215
H -5.8711 0.5598 -0.8309
```

Results
- Energy relative to the best compared isomer or geometry (same formula, charge and spin): 0.00 kcal per mole
- Orbital gap (spin up / spin down): 7.36 / 7.28 eV
- Net charge: -1
- HOMO level (spin up / spin down): -5.004 / -5.580 eV
- Spin multiplicity: 2
- ⟨S²⟩: 0.7569

---

Entry 3:
Density functional theory data (the ωB97M-V functional and the def2-TZVPD basis) for a structure of composition C6H6FHoLiO6.

```
21
C6H6FHoLiO6 | OMol25 | the ωB97M-V functional and the def2-TZVPD basis
H 0.6850 -0.8258 1.4076
O 2.2480 0.4415 0.4587
O 1.3392 -0.4268 -1.3267
O 1.5945 1.7764 -1.2278
C 1.8544 -0.9099 0.8541
C 1.6643 -1.5526 -0.5090
C 1.7654 0.6832 -0.7131
H 2.6867 -1.3582 1.4032
F 2.7899 -2.1308 -1.0364
H 0.8622 -2.2940 -0.5725
Ho 2.3404 4.1970 -1.1509
H -3.0796 -0.1995 2.1162
O -3.1526 0.7224 0.2231
O -1.1819 0.0288 -0.3753
O -2.3974 0.9620 -1.9184
C -2.4202 0.4065 1.4855
C -1.1560 -0.2907 1.0729
C -2.3189 0.5701 -0.7639
H -2.2643 1.3887 1.9532
H -1.3411 -1.3792 1.0422
Li -0.5182 0.1908 -2.4227
```

Results
- Orbital gap (spin up / spin down): 6.13 / 4.71 eV
- Net charge: +2
- HOMO level (spin up / spin down): -12.309 / -13.927 eV
- Spin multiplicity: 6
- ⟨S²⟩: 8.7567

---

Entry 4:
Density functional theory data (the ωB97M-V functional and the def2-TZVPD basis) for a structure of composition C6H6FLiO6Tl.

```
21
C6H6FLiO6Tl | OMol25 | the ωB97M-V functional and the def2-TZVPD basis
H -1.4936 -0.4166 -0.5991
O -1.6119 1.5360 0.4665
O -0.6070 0.2721 1.9245
O 0.4076 2.1306 1.2268
C -2.2226 0.2158 0.3122
C -1.8278 -0.4035 1.6436
C -0.5885 1.4118 1.2526
H -3.3043 0.3531 0.2294
F -2.7042 -0.1571 2.6762
H -1.6376 -1.4807 1.6232
Tl 0.3849 4.7498 0.7455
H 1.1908 -2.1919 -2.8474
O 2.4927 -0.8454 -1.8719
O 1.1835 -0.5702 -0.1673
O 3.3076 -0.0832 0.0872
C 1.1297 -1.2251 -2.3375
C 0.2420 -1.2123 -1.1275
C 2.4228 -0.5786 -0.5987
H 0.8914 -0.4401 -3.0702
H 0.1777 -2.2291 -0.7048
Li 2.1668 1.1645 1.1369
```

Results
- Energy relative to the best compared isomer or geometry (same formula, charge and spin): 10.13 kcal per mole
- Orbital gap (spin up / spin down): 4.82 / 7.10 eV
- HOMO level (spin up / spin down): -4.977 / -7.304 eV
- Spin multiplicity: 2
- ⟨S²⟩: 0.7527

---

Entry 5:
Density functional theory data (the ωB97M-V functional and the def2-TZVPD basis) for an isolated molecule of C6H6FNSe.

```
15
C6H6FNSe | OMol25 | the ωB97M-V functional and the def2-TZVPD basis
C -0.1094 1.8535 0.1747
C -0.6597 0.5185 -0.2095
C 0.8225 2.1416 1.0731
C -0.2919 -0.5877 0.4693
C 1.3438 0.0528 1.9813
C -0.6952 -2.0962 -1.7143
N 1.4933 1.2746 1.8655
F 2.0449 -0.9360 2.4305
Se -0.4134 -2.3518 0.1874
H -0.6980 2.7143 -0.2866
H -1.5083 0.3800 -0.8350
H 0.9502 3.2190 1.4275
H -1.4968 -1.3303 -2.0554
H 0.1733 -1.7254 -2.3061
H -0.9553 -3.1268 -2.2023
```

Results
- Orbital gap (spin up / spin down): 6.56 / 6.70 eV
- HOMO level (spin up / spin down): -6.023 / -8.434 eV
- Spin multiplicity: 3
- ⟨S²⟩: 2.0144

---

Entry 6:
Density functional theory data (the ωB97M-V functional and the def2-TZVPD basis) for a cluster of 2 separate species, C6H6N in total.

```
13
C6H6N | OMol25 | the ωB97M-V functional and the def2-TZVPD basis
C 1.6530 -1.9134 0.3692
C 1.2724 -1.5169 -0.7948
C -0.1444 0.0686 -0.4283
C -1.0978 0.9333 -0.8006
C 1.2515 -1.0994 1.4599
C 0.2818 -0.9394 -1.4850
N 0.4558 0.0185 0.8438
H -1.4253 1.8243 -0.1939
H -1.5298 0.9059 -1.8329
H 0.7197 -1.5304 2.2404
H 2.1389 -0.5975 1.8611
H -1.6351 0.3771 -2.5593
H 0.1403 0.8747 1.3103
```

Results
- Energy relative to the best compared isomer or geometry (same formula, charge and spin): 214.47 kcal per mole
- Orbital gap (spin up / spin down): 6.46 / 6.46 eV
- Net charge: +1
- HOMO level (spin up / spin down): -14.050 / -14.050 eV

---

Entry 7:
Density functional theory data (the ωB97M-V functional and the def2-TZVPD basis) for an isolated molecule of C6H6N2.

```
14
C6H6N2 | OMol25 | the ωB97M-V functional and the def2-TZVPD basis
N 3.7348 -0.1265 0.0732
C 2.5620 -0.3105 0.0898
C 1.1202 -0.3063 -0.1281
C 0.1934 -1.2019 -0.3559
N -1.1849 -0.7443 -0.6827
C -1.7239 -0.3234 0.6679
C -1.0894 0.6393 -0.2585
C 0.3923 1.0440 -0.1839
H 0.3075 -2.1405 -0.5169
H -1.1015 -0.8897 1.4550
H -2.8866 -0.1379 1.0671
H -1.7048 1.3100 -0.9479
H 0.4444 1.5581 0.7287
H 0.9366 1.6295 -1.0078
```

Results
- Structure (SMILES): N#CC1=CN2C[C@H]2C1
- Energy relative to the best compared isomer or geometry (same formula, charge and spin): 75.09 kcal per mole
- Orbital gap: 10.12 eV
- HOMO level: -9.604 eV

---

Results for strongest force on any atom: 4.157 0.489 4.649 2.482 4.301 3.981 6.304 (in eV/A, following the order of the records).